Here is a cluster of 6 separate species, C31H51Cl10N2O6S2 in total from the Open Molecules 2025 dataset. Energies are from the ωB97M-V functional and the def2-TZVPD basis.

Calculated values
DFT total energy	-7170.2443	hartree
net charge	-1
highest occupied orbital energy	-5.589	eV
2S+1	1

Each line ends with the Löwdin charge.
Atoms and positions in Å:
C  1.7647  0.6577  1.0084  -0.06
C  3.3767  0.6636  0.6537  -0.48
C  4.0395  -0.8721  0.6265  -0.10
C  4.1094  1.4009  1.9644  -0.12
C  3.7856  1.5682  -0.6494  -0.14
C  2.8504  1.3531  -1.9762  -0.44
C  2.3399  -0.1829  -2.2335  -0.10
C  3.8251  1.7300  -3.2826  -0.11
C  1.5591  2.4015  -2.0671  -0.08
C  1.7298  4.0528  -1.8662  -0.03
C  0.4763  5.1113  -1.9071  0.00
C  -1.0812  4.5960  -2.1983  -0.16
O  -2.2404  5.5035  -2.2683  -0.17
C  -2.7812  5.8187  -0.9367  -0.17
C  -3.7865  4.6750  -0.3126  -0.17
O  -4.1574  4.9641  1.0895  -0.23
C  -4.8465  3.7108  1.5414  -0.21
C  -3.9100  2.8013  2.5332  -0.20
S  -2.9981  1.3982  1.6195  0.67
O  -1.6058  2.0158  1.2277  -0.45
O  -3.7875  1.0207  0.3203  -0.47
N  -2.8616  0.0547  2.7394  -0.38
S  -2.2055  -1.3773  1.9317  0.67
O  -1.3792  -0.9861  0.6780  -0.44
O  -1.1662  -1.9832  2.9526  -0.47
C  -3.4780  -2.7283  1.6376  -0.28
C  -3.6813  -3.1433  0.0599  -0.20
C  -5.2611  -3.4289  -0.2799  -0.19
C  -5.7188  -3.0649  -1.8118  -0.20
N  -5.0450  -1.8502  -2.4120  -0.21
C  -5.4712  -0.4313  -2.1026  -0.03
C  -4.4261  0.5019  -2.9657  -0.07
C  -3.4302  -0.5382  -3.7593  -0.08
C  -3.8892  -2.0742  -3.3668  -0.06
C  -1.2820  2.9795  -2.4112  0.04
C  -0.0070  1.9014  -2.3375  0.03
H  1.2323  1.6575  0.7079  0.09
H  1.6956  0.5959  2.1967  0.10
H  1.2072  -0.3115  0.6162  0.08
H  4.3176  -1.2485  1.7009  0.03
H  3.2410  -1.5532  0.1027  0.07
H  4.9738  -0.8451  -0.1162  0.09
H  5.2596  1.4146  1.6950  0.08
H  3.9338  0.7316  2.9120  0.07
H  3.7268  2.5107  2.0966  0.09
H  3.6717  2.7174  -0.3470  0.12
H  4.9115  1.4064  -0.9518  0.12
H  1.9255  -0.2269  -3.3509  0.10
H  1.4428  -0.5188  -1.5488  0.08
H  3.1956  -0.9721  -2.1065  0.08
H  4.5037  2.6680  -3.0677  0.08
H  3.2374  1.7749  -4.2934  0.09
H  4.5787  0.8071  -3.3579  0.09
H  2.7969  4.4794  -1.6432  0.07
H  0.6253  6.2684  -1.7384  0.09
H  -3.4167  6.8161  -1.0096  0.14
H  -1.9067  6.0475  -0.1810  0.12
H  -3.3036  3.6013  -0.3277  0.11
H  -4.7639  4.6630  -0.9778  0.14
H  -5.7792  4.0910  2.1681  0.13
H  -5.2853  3.1433  0.6128  0.12
H  -3.0607  3.5174  2.9459  0.12
H  -4.5067  2.4111  3.4724  0.11
H  -3.1558  -3.6916  2.2312  0.01
H  -4.5028  -2.3247  2.0323  0.10
H  -3.1151  -4.1856  -0.0773  0.12
H  -3.1460  -2.3912  -0.6591  0.10
H  -6.0216  -2.9326  0.4714  0.11
H  -5.4142  -4.6067  -0.1608  0.11
H  -5.6533  -4.0012  -2.5484  0.13
H  -6.8819  -2.8024  -1.7579  0.12
H  -6.3462  -0.1069  -1.3952  0.11
H  -4.4351  1.6753  -2.9499  0.07
H  -2.5379  -0.2248  -4.4720  0.07
H  -3.3941  -3.0755  -3.7196  0.10
H  -2.3829  2.5970  -2.6003  0.07
H  -0.2795  0.7655  -2.4742  0.09
C  6.1019  -2.7564  4.0724  -1.01
Cl  6.5829  -1.3694  3.0876  0.53
Cl  5.8391  -4.1881  3.0695  0.51
H  6.8918  -2.9694  4.7968  0.03
H  5.1747  -2.5151  4.5980  0.03
C  -2.6075  7.5374  2.5367  -1.04
Cl  -3.1810  8.4390  3.9451  0.49
Cl  -1.6890  8.5806  1.4445  0.50
H  -1.9639  6.7215  2.8746  0.04
H  -3.4681  7.1305  2.0003  0.01
C  8.1297  -5.0500  -0.0551  -1.03
Cl  7.5571  -4.2590  -1.5287  0.52
Cl  9.8926  -5.1803  -0.0471  0.50
H  7.8124  -4.4629  0.8102  -0.01
H  7.6986  -6.0525  0.0011  0.01
C  -2.7956  -5.7167  4.5157  -1.00
Cl  -4.1957  -5.3061  3.5176  0.55
Cl  -2.5578  -7.4669  4.5886  0.49
H  -1.9040  -5.2541  4.0854  0.04
H  -2.9565  -5.3371  5.5276  0.03
C  7.0330  -7.6922  -2.7607  -1.03
Cl  8.3076  -8.4040  -1.7639  0.50
Cl  5.5578  -8.6641  -2.6965  0.50
H  6.8131  -6.6870  -2.3927  -0.03
H  7.3790  -7.6386  -3.7958  0.03

***

Here is a structure of composition C37H40NOP3Ru from the Open Molecules 2025 dataset. Energies are from the ωB97M-V functional and the def2-TZVPD basis.

Calculated values
DFT total energy	-2682.4732	hartree
net charge	+1
highest occupied orbital energy (spin up / spin down)	-7.321 / -11.021	eV
2S+1	6

Each line ends with the Löwdin charge.
Atoms and positions in Å:
C  -4.2280  -2.9286  0.0026  -0.02
C  -3.1053  -2.3385  -0.5680  -0.24
C  -3.1880  -0.9886  -0.9805  -0.25
C  -4.4534  -0.3392  -1.0444  -0.17
C  -5.5546  -0.9418  -0.3890  -0.01
C  -5.4360  -2.2211  0.1212  -0.06
C  -4.5280  0.6942  -2.0068  0.02
C  -3.4614  1.5149  -2.4260  -0.18
C  -2.1611  0.8896  -2.4026  -0.27
C  -1.2824  1.1660  -3.4877  -0.27
C  -1.5058  2.2941  -4.2674  -0.03
C  -2.6535  3.0814  -4.0915  -0.07
C  -3.6263  2.6964  -3.1883  -0.02
H  -4.1477  -3.9549  0.3635  0.12
H  -6.4973  -0.3955  -0.3456  0.12
H  -6.2864  -2.7096  0.5994  0.11
H  -5.5164  1.1422  -2.1124  0.13
H  -0.7683  2.5485  -5.0295  0.12
H  -2.7827  3.9713  -4.7080  0.11
H  -4.5610  3.2519  -3.0936  0.12
N  -2.2714  -0.4878  -1.9829  -0.13
Ru  -0.6944  -0.1444  -0.7459  0.79
C  -1.7971  -3.0897  -0.6961  -0.25
H  -1.4860  -3.2145  -1.7426  0.09
H  -1.8591  -4.0738  -0.2165  0.09
C  -0.1320  0.2289  -3.7690  -0.27
H  -0.4655  -0.7892  -4.0230  0.10
H  0.5018  0.6121  -4.5776  0.10
P  -0.4515  -2.1174  0.1480  0.69
P  0.9049  0.0823  -2.2414  0.71
C  1.7576  1.6862  -2.2191  -0.24
H  2.3155  1.7820  -1.2808  0.01
H  2.4439  1.7727  -3.0722  0.06
H  1.0220  2.4985  -2.2650  0.05
C  2.1825  -1.1386  -2.6186  -0.24
H  2.8249  -0.7746  -3.4341  0.06
H  2.7944  -1.2953  -1.7202  0.03
H  1.7162  -2.0860  -2.9179  0.04
C  -0.8180  -2.3991  1.9157  -0.24
H  -0.9304  -3.4727  2.1218  0.06
H  0.0022  -1.9758  2.5101  0.04
H  -1.7495  -1.8792  2.1719  0.04
C  1.0602  -3.0888  -0.0942  -0.24
H  1.9071  -2.5258  0.3208  0.03
H  0.9727  -4.0502  0.4308  0.06
H  1.2314  -3.2766  -1.1599  0.03
H  -3.2552  -0.5174  -2.6814  0.25
H  -1.3807  -0.2313  0.7018  -0.03
O  1.0912  0.2557  1.0348  -0.48
P  2.3398  0.6638  1.8010  0.79
C  3.7106  -0.4497  1.4578  -0.29
C  3.9794  -1.5317  2.3115  -0.08
C  5.0277  -2.4076  2.0164  -0.06
C  5.7839  -2.2296  0.8555  -0.06
C  5.4971  -1.1730  -0.0121  -0.07
C  4.4657  -0.2773  0.2849  -0.09
C  2.8239  2.3476  1.3806  -0.29
C  1.8431  3.2218  0.8811  -0.09
C  2.1667  4.5552  0.6299  -0.07
C  3.4452  5.0359  0.9294  -0.06
C  4.4114  4.1734  1.4574  -0.06
C  4.1109  2.8243  1.6663  -0.08
C  2.1290  0.6678  3.5914  -0.28
C  3.2445  0.8510  4.4244  -0.08
C  3.0717  0.9707  5.8059  -0.06
C  1.7900  0.8831  6.3580  -0.07
C  0.6815  0.6817  5.5292  -0.07
C  0.8413  0.5881  4.1436  -0.07
H  3.3875  -1.6736  3.2173  0.11
H  5.2486  -3.2269  2.7007  0.11
H  6.6006  -2.9176  0.6254  0.11
H  6.0773  -1.0341  -0.9254  0.11
H  4.2615  0.5658  -0.3784  0.11
H  0.8367  2.8453  0.6758  0.10
H  1.4111  5.2168  0.2045  0.11
H  3.6872  6.0852  0.7535  0.11
H  5.4045  4.5454  1.7108  0.11
H  4.8759  2.1487  2.0540  0.11
H  4.2496  0.9010  4.0021  0.11
H  3.9422  1.1313  6.4428  0.11
H  1.6566  0.9746  7.4377  0.11
H  -0.3172  0.6031  5.9600  0.11
H  -0.0210  0.4545  3.4872  0.10

***

Here is a structure of composition C2H4F3NO5S2Zn from the Open Molecules 2025 dataset. Energies are from the ωB97M-V functional and the def2-TZVPD basis.

Calculated values
DFT total energy	-3384.7665	hartree
net charge	0
highest occupied orbital energy	-9.859	eV
2S+1	1

Each line ends with the Löwdin charge.
Atoms and positions in Å:
N  0.1064  -0.0834  0.9120  -0.45
S  0.6175  -1.7243  0.4958  0.90
O  -0.7834  -2.1346  -0.0601  -0.51
O  1.4576  -1.6141  -0.7666  -0.48
S  -0.1098  1.0947  -0.1741  0.77
O  -0.3398  0.3663  -1.4501  -0.33
O  -1.0918  2.1733  -0.1909  -0.24
C  1.4080  2.1321  0.2211  -0.69
F  1.1914  2.8147  1.3281  0.17
F  2.4577  1.3499  0.3832  0.15
F  1.6877  2.9746  -0.7497  0.18
Zn  -0.1867  -1.5154  -1.9341  0.69
O  -0.4720  -2.1002  -3.5654  -0.37
H  -1.0655  -2.8056  -3.8192  -0.03
C  -1.0052  -0.3334  2.1180  -0.03
H  -0.3281  -0.1784  2.9702  0.09
H  -1.8947  -0.8968  1.8030  0.09
H  -1.6493  0.4805  2.4788  0.08